{"formula": "C37H68F12LiO30P2", "method": "wB97M-V/def2-TZVPD", "total_charge": -1, "e_homo_ev": -8.953, "orbital_gap_ev": 9.6, "e_tot_ha": -5596.93786, "lumo_energy_ha": 0.024, "fmax_ev_per_a": 5.7, "elements": ["Li", "P", "F", "F", "F", "F", "F", "F", "P", "F", "F", "F", "F", "F", "F", "C", "C", "O", "C", "O", "O", "H", "H", "H", "H", "C", "C", "O", "C", "O", "O", "H", "H", "H", "H", "C", "C", "O", "C", "O", "O", "H", "H", "H", "H", "C", "C", "O", "C", "O", "O", "C", "H", "H", "H", "H", "H", "H", "H", "H", "C", "C", "O", "C", "O", "O", "C", "H", "H", "H", "H", "H", "H", "H", "H", "C", "C", "O", "C", "O", "O", "C", "H", "H", "H", "H", "H", "H", "H", "H", "C", "C", "O", "C", "O", "O", "C", "H", "H", "H", "H", "H", "H", "H", "H", "C", "C", "O", "C", "O", "O", "C", "H", "H", "H", "H", "H", "H", "H", "H", "C", "C", "O", "C", "O", "O", "C", "H", "H", "H", "H", "H", "H", "H", "H", "C", "C", "O", "C", "O", "O", "C", "H", "H", "H", "H", "H", "H", "H", "H"], "coordinates": [[-3.915194, -5.387937, -0.386035], [-7.868455, -4.729205, -2.123087], [-6.312984, -4.394082, -2.641201], [-7.894630, -6.133254, -2.911914], [-7.189600, -5.458242, -0.813133], [-9.321675, -4.920425, -1.388925], [-7.782526, -3.329953, -1.385091], [-8.503330, -3.934035, -3.405397], [-1.285180, -1.677056, -0.789545], [-0.268005, -2.449176, 0.265699], [-2.593458, -2.036824, 0.180676], [-1.016220, -0.262061, -0.012578], [-2.199019, -0.866661, -1.847828], [0.023818, -1.361363, -1.673061], [-1.530231, -3.113340, -1.555585], [-3.093361, 4.027469, 4.210339], [-3.306741, 2.547057, 4.309537], [-3.304890, 2.375645, 5.707963], [-3.692218, 3.553564, 6.273588], [-3.911047, 3.691126, 7.477620], [-3.624250, 4.521782, 5.423122], [-3.660329, 4.471444, 3.392096], [-2.054752, 4.343846, 4.113969], [-2.693112, 1.995938, 3.596916], [-4.308097, 2.272206, 3.978123], [2.551021, 3.149735, -4.437881], [3.951506, 2.427586, -4.463900], [4.495892, 2.922472, -3.258665], [3.963915, 4.118072, -2.947024], [4.396518, 4.902073, -2.128849], [2.909590, 4.309982, -3.709442], [1.844057, 2.602984, -3.813895], [2.118775, 3.247136, -5.433757], [4.474754, 2.634382, -5.397470], [3.794242, 1.355202, -4.348289], [-7.015102, 2.268623, -0.676436], [-8.604567, 2.350770, -0.726494], [-9.052919, 3.322452, 0.188101], [-8.004148, 3.853475, 0.796909], [-8.019375, 4.652475, 1.713415], [-6.904559, 3.343156, 0.246272], [-6.567908, 2.530718, -1.635305], [-6.585326, 1.359204, -0.256499], [-8.989237, 1.360990, -0.480603], [-8.833106, 2.790839, -1.697177], [6.091837, -2.391196, 10.819116], [6.650936, -2.180600, 9.431299], [5.593797, -2.340296, 8.424508], [5.592869, -1.601888, 7.336190], [6.274798, -0.629999, 7.248451], [4.895392, -2.168950, 6.292807], [3.981408, -3.216022, 6.415569], [5.154693, -1.891364, 11.064119], [6.738717, -2.156867, 11.664541], [5.716339, -3.397060, 11.007055], [7.424264, -2.934526, 9.284117], [7.195239, -1.241757, 9.329305], [4.420280, -4.193351, 6.616393], [3.270553, -3.185385, 5.589838], [3.294697, -3.046974, 7.244987], [5.614273, -1.866730, -0.418917], [5.963302, -0.763538, 0.569722], [6.785549, 0.258038, -0.070791], [7.492209, 1.115376, 0.689969], [7.287862, 1.396265, 1.870121], [8.346617, 1.740332, -0.048393], [9.031182, 2.899287, 0.461063], [4.917650, -2.664499, -0.161299], [6.557512, -2.379310, -0.607752], [5.400317, -1.489594, -1.418956], [6.471147, -1.173473, 1.442734], [5.078786, -0.271953, 0.974762], [9.483234, 3.567023, -0.272335], [9.775165, 2.693106, 1.230530], [8.215173, 3.483661, 0.886194], [3.995818, 9.666137, 5.817310], [4.551924, 8.334142, 5.406247], [3.615691, 7.641147, 4.553305], [3.703555, 6.270524, 4.437518], [4.498958, 5.564048, 4.980519], [2.831172, 5.900143, 3.501595], [2.624058, 4.476989, 3.194350], [3.794639, 10.161606, 4.867503], [4.590148, 10.291920, 6.483091], [3.054523, 9.558414, 6.356248], [4.879385, 7.806315, 6.301941], [5.541970, 8.581038, 5.022887], [3.404112, 4.214729, 2.479625], [1.660213, 4.522577, 2.687381], [2.432630, 3.828131, 4.049000], [-5.611964, 9.309326, -8.465433], [-5.061188, 9.518774, -7.095144], [-4.875684, 8.201601, -6.526572], [-4.258093, 8.017764, -5.381685], [-3.980728, 8.903803, -4.612062], [-4.067834, 6.658120, -5.252205], [-3.216092, 6.201867, -4.179055], [-5.087738, 8.564331, -9.063981], [-5.680374, 10.256362, -9.000708], [-6.664567, 9.058964, -8.333292], [-5.607871, 10.233432, -6.479921], [-4.107279, 10.043087, -7.152120], [-3.452152, 6.608241, -3.195572], [-2.159274, 6.310262, -4.422915], [-3.347116, 5.121371, -4.120435], [1.447913, -7.673255, -2.341136], [0.495320, -8.702780, -2.920046], [-0.012199, -9.577762, -1.981642], [-1.038850, -9.170625, -1.303178], [-1.815023, -8.227270, -1.410678], [-1.132910, -10.137250, -0.394014], [-2.177753, -10.102582, 0.576158], [2.039706, -8.257470, -1.636465], [0.894440, -6.872022, -1.851435], [2.166146, -7.187541, -3.001684], [1.127111, -9.228600, -3.635917], [-0.246530, -8.237328, -3.568977], [-2.426606, -9.214812, 1.157580], [-2.034525, -10.892265, 1.313703], [-3.099380, -10.404687, 0.078722], [-5.761813, -3.199897, 4.382747], [-5.863877, -4.666968, 4.545165], [-4.712857, -5.108450, 5.114682], [-3.653950, -5.639137, 4.326012], [-3.752694, -5.835019, 3.116719], [-2.592988, -5.888227, 5.096034], [-1.381824, -6.473085, 4.517489], [-6.578784, -2.796566, 3.784433], [-4.899931, -2.800109, 3.848489], [-5.882893, -2.713720, 5.350770], [-5.981487, -5.121590, 3.561503], [-6.733666, -4.849344, 5.176287], [-0.467328, -6.202266, 5.045184], [-1.214981, -6.150322, 3.489826], [-1.525604, -7.553514, 4.527587], [3.880025, -2.255156, -11.675463], [3.706290, -1.836832, -10.187586], [2.345480, -2.028244, -9.825776], [1.964703, -2.204656, -8.557005], [2.702328, -2.124521, -7.539056], [0.667699, -2.507669, -8.520741], [0.096546, -2.662373, -7.259836], [3.379424, -1.479082, -12.254450], [3.434931, -3.209033, -11.958504], [4.909261, -2.346797, -12.022398], [4.042261, -0.806489, -10.070925], [4.377922, -2.480820, -9.619887], [0.716342, -3.339704, -6.672322], [-0.870541, -3.151660, -7.375694], [0.129974, -1.724208, -6.705917]], "atomic_forces_ev_per_a": [[-0.2, 0.4, -0.2], [0.2, 1.2, 0.1], [-0.5, -0.9, -0.4], [-0.2, 0.6, 0.4], [0.3, -0.4, 0.0], [0.4, -0.7, -1.2], [0.1, 1.2, 1.0], [0.2, -1.1, 0.4], [0.9, 0.4, 0.9], [-1.0, 0.2, -0.1], [0.9, 0.4, -0.7], [-0.6, -0.7, 0.4], [-0.2, -0.8, 0.2], [-0.1, -0.3, -0.7], [-0.1, 0.5, 0.0], [-0.2, 0.8, -1.5], [-1.4, 0.5, -1.2], [0.4, -0.8, 0.8], [0.6, -1.1, 4.6], [0.1, -0.6, -2.9], [-0.3, 1.5, -0.9], [0.1, 0.0, 0.0], [0.1, -0.2, 0.2], [0.9, -0.4, 1.1], [-0.3, 0.2, -0.1], [1.3, -1.7, 0.4], [-2.6, -0.4, 0.2], [1.5, -0.2, 0.1], [1.3, 0.9, 1.1], [-0.7, -1.4, -1.2], [-1.8, 1.8, -1.0], [0.0, -0.2, -0.1], [0.2, 0.9, 0.2], [0.6, 0.3, 0.4], [0.3, 0.0, -0.1], [-2.6, 1.2, 0.8], [1.0, -1.1, -1.8], [-0.6, -0.3, 0.6], [0.4, 0.9, 1.5], [0.0, -1.3, -1.7], [3.2, 1.0, 1.0], [0.1, 0.0, 0.2], [-0.2, 0.1, 0.0], [-0.6, 0.3, -0.4], [-0.6, -0.9, -0.2], [-1.5, -0.4, 0.9], [0.1, 0.2, 0.2], [-0.2, -1.6, 1.7], [0.8, -0.8, -0.7], [-0.3, 0.7, -1.1], [1.1, 1.8, 0.4], [-1.5, -0.3, 1.4], [0.1, 0.9, -0.6], [0.5, 0.1, -0.4], [0.6, -0.5, -0.4], [-0.3, -0.3, -0.5], [-0.6, 0.2, -0.2], [0.3, 0.1, -0.5], [0.7, -0.2, -0.5], [0.2, 0.1, 0.5], [1.7, 0.0, -1.0], [-0.8, 0.4, 0.8], [0.5, -0.7, 0.0], [-2.1, 0.5, 2.8], [0.2, -1.1, -1.5], [2.3, 0.5, -2.4], [-1.4, 0.7, 1.1], [-0.3, 0.6, 0.5], [0.2, -0.3, 0.0], [-0.6, 0.3, 0.2], [0.3, 0.1, -0.1], [-0.1, 0.1, -0.2], [-0.1, -0.9, -0.7], [-0.2, -0.4, 0.0], [0.3, 0.3, 0.5], [-1.5, 0.1, -0.5], [1.2, 0.0, 1.6], [0.6, -0.4, 0.4], [0.5, 0.8, -0.8], [0.0, -0.1, 0.5], [-0.6, -0.2, 0.6], [-0.5, 1.4, -0.4], [-0.1, 0.6, 0.3], [0.6, -0.3, -0.4], [-0.2, -0.1, -0.2], [-0.8, -0.8, 0.0], [-0.1, -0.5, -1.4], [0.0, -0.5, 0.5], [0.2, -0.1, -0.3], [0.9, 0.2, 0.2], [-1.4, 0.4, 0.0], [1.6, 0.4, 0.3], [-0.7, 0.0, -1.0], [0.1, -0.3, 0.7], [0.4, -0.8, 0.0], [0.3, 1.4, 0.4], [0.0, -0.6, -0.1], [0.0, 0.1, 0.2], [0.4, 0.1, -0.1], [0.0, -0.6, -0.3], [-0.7, -0.7, 0.2], [0.5, -0.4, 0.0], [-0.1, 0.4, -0.3], [-0.1, 0.6, 0.0], [-0.4, 0.1, -0.1], [-0.3, 0.0, 1.1], [1.8, 1.8, -3.1], [0.8, 0.3, -1.0], [-2.4, 0.2, 1.5], [1.6, -1.0, -0.2], [-0.6, 0.0, 2.0], [-1.5, -1.0, -0.1], [0.2, 0.4, 0.4], [0.2, -0.1, 0.3], [-0.4, -0.3, -0.5], [-0.3, -0.9, 0.2], [-0.5, 0.0, 0.5], [0.8, 0.6, -0.6], [0.7, 0.0, -0.2], [-0.2, 0.2, -0.1], [-0.9, 2.0, -0.3], [-1.2, 0.7, -2.3], [5.0, -2.7, 1.0], [-1.9, 0.5, -0.9], [0.3, 0.3, 1.9], [0.0, 0.5, 0.1], [-0.7, -0.2, -0.8], [-0.4, -0.3, 0.0], [0.4, -0.5, 0.3], [0.4, 0.1, 0.1], [-0.3, -0.3, 0.1], [0.3, -0.6, 0.1], [-0.7, 0.2, 0.6], [-0.4, 0.1, 0.0], [0.2, 0.0, 0.0], [-0.8, 0.6, 0.1], [1.4, -1.2, -0.9], [-0.7, 0.0, 0.0], [2.2, 0.1, 2.9], [-2.0, -0.1, -3.2], [0.8, 0.4, -1.8], [0.4, -0.7, 1.6], [0.1, -0.1, -0.4], [-0.3, 0.0, 0.5], [0.2, 0.4, 0.5], [-0.3, 0.0, 0.2], [-0.3, 0.1, 0.5], [0.0, -0.1, 0.1], [0.0, 0.6, -0.1], [-0.6, 0.0, -0.1]], "mulliken_charge": [1.0044, 1.1714, -0.3815, -0.3405, -0.3868, -0.3711, -0.3315, -0.3698, 1.2520, -0.3715, -0.3963, -0.3814, -0.3472, -0.3762, -0.3872, -0.2578, -0.2652, -0.3276, 0.6862, -0.5934, -0.3074, 0.2799, 0.2036, 0.3666, 0.2164, -0.3141, -0.2951, -0.3080, 0.7147, -0.5706, -0.3392, 0.2560, 0.3098, 0.2590, 0.2894, -0.1960, -0.3179, -0.3437, 0.7291, -0.5685, -0.3388, 0.1971, 0.2540, 0.2892, 0.2956, -1.2001, -0.1572, -0.3292, 0.7449, -0.5544, -0.2791, -0.6489, 0.3465, 0.3698, 0.3045, 0.2384, 0.3143, 0.2813, 0.2814, 0.2876, -1.2073, -0.2023, -0.2709, 0.7989, -0.5930, -0.3219, -0.6380, 0.3647, 0.3194, 0.2906, 0.3229, 0.3084, 0.2503, 0.2774, 0.3006, -1.1828, -0.1903, -0.2682, 0.7285, -0.5423, -0.3221, -0.6287, 0.2812, 0.3834, 0.3021, 0.3151, 0.2817, 0.3123, 0.2214, 0.3078, -1.1517, -0.2420, -0.2460, 0.7122, -0.5515, -0.3032, -0.6538, 0.2968, 0.3865, 0.2950, 0.3215, 0.2960, 0.3004, 0.2895, 0.2505, -1.1449, -0.1734, -0.3124, 0.7807, -0.5927, -0.3285, -0.6572, 0.3123, 0.2757, 0.3856, 0.3046, 0.3122, 0.2611, 0.2667, 0.3167, -1.1494, -0.1079, -0.2801, 0.7367, -0.5964, -0.3069, -0.5812, 0.3719, 0.3128, 0.2969, 0.2856, 0.2301, 0.2301, 0.2896, 0.2723, -1.1522, -0.1899, -0.2717, 0.7921, -0.6111, -0.3057, -0.6199, 0.2808, 0.3220, 0.3714, 0.2818, 0.2894, 0.2946, 0.2312, 0.2878]}